Below is 2 unconnected molecules or ions with the total composition C4H15N3 in a non-equilibrium geometry, with properties calculated with wB97M-V/def2-TZVPD.

Each line ends with the Löwdin charge.
Positions of all 22 atoms, in Å:
C -2.1190 2.0783 -1.8424  -0.142
N -1.8882 0.6984 -2.3505  -0.140
C -0.8432 0.0249 -1.6229  -0.383
N 0.5180 0.4879 -1.8891  0.016
H -3.1954 2.2303 -1.9738  0.066
H -1.8957 2.1993 -0.7498  0.078
H -1.5369 2.8544 -2.4480  0.089
H -2.7518 0.1330 -2.2192  0.110
H -0.8661 -1.0321 -1.8838  0.105
H -1.0277 0.0646 -0.5311  0.100
H 0.5149 0.6788 -2.8590  0.046
H 0.6555 1.4038 -1.4492  0.064
C 0.9474 -1.7436 3.0584  -0.116
C 1.1500 -0.8458 1.8070  -0.411
N 2.5298 -0.5397 1.6539  -0.047
H 1.3321 -1.2189 3.9586  0.074
H -0.1553 -2.0149 3.1418  0.084
H 1.5263 -2.6605 2.9254  0.056
H 0.7272 -1.3641 0.8859  0.104
H 0.5870 0.0871 1.9337  0.095
H 3.0959 -1.4082 1.7316  0.079
H 2.6953 -0.1131 0.7225  0.074

Computed properties:
Kohn-Sham gap (eV): 9.8936
Net charge: 0

---

Below is 14 unconnected molecules or ions with the total composition C34H99N3O25 in a non-equilibrium geometry, with properties calculated with wB97M-V/def2-TZVPD.

Each line ends with the Löwdin charge.
Positions of all 161 atoms, in Å:
C -2.8874 1.6019 3.0112  -0.090
O -3.9025 0.9075 2.2666  -0.230
C -5.1418 0.5858 2.9738  -0.179
C -5.9549 -0.5759 2.3812  -0.193
N -5.4612 -1.8592 2.8458  -0.045
C -6.3491 -2.9009 2.5078  -0.240
C -6.2539 -4.0875 3.4254  -0.217
O -4.9659 -4.7399 3.4735  -0.187
C -4.7971 -5.6795 4.5239  -0.116
H -3.1880 2.6314 3.2057  0.072
H -1.9181 1.5407 2.5165  0.078
H -2.7885 1.2561 4.0401  0.089
H -5.6843 1.5290 3.0380  0.113
H -5.0261 0.2866 4.0156  0.117
H -5.6913 -0.3809 1.3417  0.108
H -7.0283 -0.4640 2.5345  0.123
H -4.5625 -2.0550 2.4285  0.080
H -6.2805 -3.1311 1.4446  0.127
H -7.3809 -2.5833 2.6578  0.116
H -7.0925 -4.7672 3.2740  0.111
H -6.5090 -3.8794 4.4645  0.111
H -5.0141 -5.2357 5.4956  0.079
H -3.8025 -6.1251 4.5400  0.086
H -5.5471 -6.4551 4.3693  0.078
C -4.7420 6.1765 2.4538  -0.108
O -5.1618 5.9064 1.1213  -0.239
C -5.3789 4.6022 0.6653  -0.236
C -5.7202 4.6099 -0.8747  -0.184
N -5.4225 3.3778 -1.5447  -0.074
C -4.0573 3.1356 -1.8681  -0.233
C -3.6820 1.6735 -2.0867  -0.183
O -4.4403 0.8077 -1.2469  -0.173
C -4.0394 -0.4588 -1.2927  -0.161
H -3.7169 5.8476 2.6244  0.061
H -5.4699 5.6713 3.0886  0.083
H -4.7754 7.2619 2.3590  0.088
H -6.1337 4.0649 1.2394  0.104
H -4.5613 3.9404 0.9511  0.103
H -5.0995 5.3805 -1.3318  0.111
H -6.7506 4.9570 -0.9515  0.108
H -5.6198 2.5933 -0.9398  0.093
H -3.3207 3.4679 -1.1366  0.106
H -3.9323 3.6469 -2.8225  0.113
H -2.6040 1.5566 -1.9755  0.119
H -3.9476 1.3886 -3.1048  0.117
H -4.8029 -1.1211 -1.7007  0.090
H -3.8875 -0.7497 -0.2532  0.077
H -3.1935 -0.7478 -1.9165  0.077
C 3.8121 -3.0819 -4.6765  -0.094
O 3.5565 -3.6619 -3.3535  -0.172
C 4.5219 -3.0987 -2.4806  -0.206
C 4.1922 -3.6389 -0.9974  -0.210
N 4.2421 -5.0522 -0.9878  -0.065
C 4.0996 -5.7669 0.2894  -0.190
C 4.1502 -7.2687 0.2154  -0.161
O 2.9040 -7.9260 -0.2843  -0.204
C 3.0839 -9.3141 -0.5708  -0.141
H 4.7467 -2.5443 -4.8367  0.084
H 3.0326 -2.5389 -5.2110  0.070
H 3.9500 -3.8765 -5.4097  0.073
H 4.5437 -2.0121 -2.3978  0.108
H 5.5325 -3.4171 -2.7365  0.114
H 3.2550 -3.1965 -0.6597  0.100
H 4.8141 -3.1460 -0.2502  0.109
H 3.7036 -5.3973 -1.7696  0.098
H 3.3897 -5.2755 0.9548  0.120
H 4.9973 -5.4517 0.8212  0.117
H 4.2203 -7.6974 1.2150  0.114
H 5.0197 -7.6863 -0.2922  0.117
H 3.8875 -9.5143 -1.2795  0.078
H 2.2425 -9.9032 -0.9356  0.079
H 3.3639 -9.9569 0.2637  0.072
O 0.0950 -0.9558 3.7167  -0.048
H -0.7808 -1.3037 3.5489  0.015
H 0.6196 -1.7244 3.9409  0.031
O -2.6562 -1.5261 2.0088  -0.047
H -3.2292 -0.7692 1.8865  -0.015
H -1.9983 -1.4431 1.3185  0.013
O -0.7607 -1.8887 -3.0324  -0.031
H -1.5656 -1.6635 -3.4991  0.057
H -0.1033 -1.2885 -3.3843  0.011
C 1.6930 4.6605 -4.6774  -0.202
C 0.1771 5.0650 -4.9118  -0.214
O -0.1941 6.1458 -3.9587  -0.129
O 1.7245 4.0877 -3.3360  -0.113
H 2.1467 5.6455 -4.5672  0.108
H 2.1635 4.0965 -5.4827  0.105
H -0.4623 4.1897 -4.7973  0.097
H 0.1856 5.3457 -5.9650  0.097
H -0.9185 6.6808 -4.2913  0.063
H 1.4035 4.8345 -2.8252  0.041
C -0.4033 -5.1812 -1.7849  -0.275
C 0.6754 -6.1384 -2.4362  -0.148
O 0.0197 -6.9947 -3.4720  -0.108
O 0.1778 -3.9955 -1.4711  -0.066
H -0.7920 -5.6862 -0.9006  0.108
H -1.2873 -4.9913 -2.3938  0.115
H 1.1259 -6.7119 -1.6260  0.088
H 1.5048 -5.6067 -2.9025  0.099
H -0.4269 -7.7456 -3.0740  0.060
H -0.2017 -3.3360 -2.0565  0.028
C 3.4656 5.2925 -0.1472  -0.258
C 2.0782 5.3943 0.5633  -0.258
O 1.1466 5.2772 -0.5276  -0.171
O 3.7442 4.0216 -0.6845  -0.077
H 4.0788 5.4165 0.7454  0.102
H 3.6365 6.0367 -0.9251  0.119
H 2.0761 6.3839 1.0202  0.090
H 2.1189 4.6770 1.3831  0.096
H 0.4737 5.9213 -0.2953  0.010
H 3.2910 3.9623 -1.5287  0.053
C 1.8891 1.1327 -5.1863  -0.203
C 0.4520 0.6151 -4.9460  -0.186
O 0.2415 0.4709 -3.5220  -0.114
O 2.8801 0.2829 -4.5360  -0.068
H 1.9786 2.0849 -4.6634  0.073
H 2.0619 1.4495 -6.2148  0.117
H 0.3156 -0.3047 -5.5147  0.121
H -0.2710 1.3472 -5.3058  0.112
H 0.4977 1.2636 -3.0449  0.070
H 2.3695 -0.2500 -3.9221  0.060
C 3.4282 -1.0192 2.5188  -0.238
C 3.3894 0.1413 3.4476  -0.246
O 4.1029 1.2675 2.9698  -0.054
O 4.6711 -1.7297 2.6539  -0.066
H 3.4150 -0.7298 1.4680  0.108
H 2.5148 -1.6053 2.6204  0.100
H 3.7208 -0.2524 4.4085  0.126
H 2.3728 0.4069 3.7375  0.101
H 3.9914 1.8959 3.6870  0.100
H 5.2735 -1.1680 2.1608  0.038
C 0.1615 2.9974 4.2866  -0.242
C -0.5650 3.9123 5.2534  -0.272
O -1.7724 4.4221 4.7210  -0.097
O 0.4297 3.7055 3.0773  -0.105
H -0.5060 2.1794 4.0159  0.084
H 0.9934 2.5796 4.8537  0.112
H 0.0635 4.7353 5.5937  0.112
H -0.7538 3.3098 6.1420  0.112
H -1.6173 5.1835 4.1572  0.056
H -0.2874 3.7735 2.4427  0.049
C 6.5821 2.4162 -0.0636  -0.222
C 5.6496 1.2124 0.0704  -0.166
O 6.1349 0.4425 1.2699  -0.109
O 6.3455 3.3423 1.0193  -0.069
H 6.4636 2.8808 -1.0425  0.107
H 7.6091 2.0514 -0.0441  0.115
H 5.5941 0.5864 -0.8201  0.107
H 4.5754 1.3613 0.1804  0.094
H 5.7547 0.8479 2.0527  0.037
H 5.5661 3.8629 0.8117  0.041
C 0.7811 -0.5982 0.2020  -0.190
C 1.1610 0.9470 0.2013  -0.182
O 1.2547 1.4559 -1.1170  -0.078
O -0.5729 -0.9342 -0.0913  -0.071
H 1.0068 -1.0159 1.1831  0.084
H 1.4047 -1.1315 -0.5155  0.110
H 2.0402 1.2509 0.7694  0.105
H 0.3353 1.3744 0.7703  0.101
H 1.9590 2.1004 -1.2181  0.066
H -0.7013 -0.7206 -1.0184  0.052

Computed properties:
Kohn-Sham gap (spin up / spin down) (eV): 1.9310 / 8.5643
Net charge: -1
Spin multiplicity: 2

---

Relative energy (zero: lowest compared OMol25 entry of this formula, charge and spin) (computed, kcal per mole): 14.3; 55.2
Energy (computed, Eh): -325.628002; -3399.627536